No. 1
Formula: C35H29AsN6OOsS
Source: OMol25
Level of theory: ωB97M-V/def2-TZVPD

Each line ends with the Löwdin spin population.
Element x y z (Å)
Os (-0.90536, -0.03952, -0.66223)  2.84
C (0.87940, 2.42948, -2.43028)  0.01
N (0.04931, 1.27186, -2.74877)  0.10
C (-1.08882, 1.49546, -3.64586)  0.01
C (-2.39630, 1.24112, -2.96040)  0.03
N (-2.53966, 0.68535, -1.75851)  0.05
C (-3.93109, 0.59937, -1.51519)  0.01
C (-4.64820, 0.09226, -0.43819)  0.01
C (-6.02427, 0.17089, -0.51320)  0.00
C (-6.67525, 0.73206, -1.62357)  0.00
C (-5.96749, 1.23016, -2.69796)  0.00
C (-4.58580, 1.14280, -2.60989)  0.00
N (-3.57716, 1.54009, -3.49401)  0.02
C (0.87700, 2.66738, -0.95493)  0.02
N (0.12233, 2.02538, -0.08689)  0.11
C (0.33334, 2.68530, 1.14865)  0.01
C (-0.23511, 2.51029, 2.41096)  0.00
C (0.19929, 3.33017, 3.43279)  0.00
C (1.17068, 4.32248, 3.22120)  0.00
C (1.71984, 4.52841, 1.97403)  0.00
C (1.27309, 3.69232, 0.95901)  0.00
N (1.58896, 3.65330, -0.39329)  0.01
H (0.50252, 3.32852, -2.92199)  0.00
H (1.90126, 2.28186, -2.78504)  0.00
H (0.61806, 0.53279, -3.13588)  0.00
H (-1.02218, 0.82702, -4.50638)  0.00
H (-1.08859, 2.51524, -4.03503)  0.00
H (-4.15636, -0.34873, 0.41453)  0.00
H (-6.61870, -0.21186, 0.30513)  0.00
H (-7.75574, 0.77134, -1.63882)  0.00
H (-6.46427, 1.65656, -3.55902)  0.00
H (-3.71768, 1.96121, -4.39969)  0.00
H (-1.00195, 1.77683, 2.59173)  0.00
H (-0.23019, 3.21696, 4.41919)  0.00
H (1.47812, 4.94940, 4.04732)  0.00
H (2.45275, 5.30492, 1.79806)  0.00
H (2.23346, 4.26214, -0.87167)  0.00
S (-0.67064, -1.60899, -2.39172)  0.22
C (0.67683, -2.73535, -2.10506)  0.02
C (0.89279, -3.74736, -3.03607)  0.02
C (1.92169, -4.65317, -2.82991)  0.00
C (2.73092, -4.57282, -1.70064)  0.01
C (2.51117, -3.57364, -0.76917)  0.00
C (1.49105, -2.65335, -0.99167)  0.01
As (1.02682, -1.33291, 0.28493)  0.01
C (0.50513, -2.37001, 1.81301)  0.01
C (-0.57353, -3.23707, 1.64165)  0.00
C (-0.96963, -4.04215, 2.69623)  0.00
C (-0.29624, -3.97517, 3.91198)  0.00
C (0.78029, -3.11789, 4.07088)  0.00
C (1.19045, -2.30698, 3.01806)  0.00
C (2.59477, -0.33748, 0.72419)  0.01
C (3.71254, -0.40260, -0.10105)  0.00
C (4.84185, 0.33458, 0.23192)  0.00
C (4.84665, 1.12845, 1.37073)  0.00
C (3.72466, 1.19278, 2.18889)  0.00
C (2.59227, 0.46185, 1.86542)  0.00
H (0.25717, -3.82979, -3.90876)  0.00
H (2.08673, -5.43906, -3.55510)  0.00
H (3.52123, -5.29382, -1.54429)  0.00
H (3.11722, -3.51910, 0.12695)  0.00
H (-1.09060, -3.30106, 0.68974)  0.00
H (-1.79813, -4.72651, 2.57072)  0.00
H (-0.61243, -4.59988, 4.73675)  0.00
H (1.30998, -3.07937, 5.01339)  0.00
H (2.04394, -1.65476, 3.14304)  0.00
H (3.71459, -1.02359, -0.98750)  0.00
H (5.72152, 0.27802, -0.39574)  0.00
H (5.73369, 1.69237, 1.62835)  0.00
H (3.73181, 1.80407, 3.08223)  0.00
H (1.72866, 0.50420, 2.51487)  0.00
O (-2.08261, -0.68780, 3.33973)  0.13
C (-1.91012, -0.38553, 2.23523)  0.11
N (-1.77169, -0.01971, 1.08189)  0.22

Cartesian forces, eV/Å:
Os 0.066 0.223 -0.354
C -0.045 -0.147 0.067
N 0.003 0.246 -0.327
C 0.041 -0.039 0.097
C -0.019 0.005 0.229
N -0.074 0.014 -0.246
C 0.326 -0.022 0.097
C -0.035 -0.025 0.014
C -0.042 0.019 -0.033
C 0.002 -0.029 0.057
C -0.001 -0.018 -0.010
C 0.023 0.128 -0.229
N -0.182 -0.034 -0.027
C -0.035 0.033 0.013
N 0.025 0.167 0.158
C -0.131 -0.228 -0.091
C 0.035 -0.065 -0.013
C 0.050 0.050 -0.022
C -0.048 -0.031 0.059
C 0.024 -0.021 -0.006
C 0.082 0.132 -0.086
N 0.078 0.022 0.065
H 0.001 0.039 -0.011
H 0.022 -0.007 0.017
H 0.001 -0.062 0.060
H -0.010 -0.019 -0.012
H -0.007 0.025 -0.022
H -0.001 0.000 -0.001
H -0.002 0.003 -0.015
H 0.011 -0.005 0.011
H 0.012 0.004 0.017
H -0.006 0.021 0.015
H 0.002 0.040 0.011
H 0.003 -0.001 -0.014
H -0.011 -0.016 -0.003
H -0.019 -0.014 -0.012
H -0.017 0.021 -0.009
S -0.018 -0.307 0.082
C -0.092 -0.007 -0.205
C 0.000 -0.045 -0.075
C -0.035 0.007 -0.019
C 0.003 -0.005 -0.007
C -0.035 -0.036 -0.076
C 0.080 0.054 0.055
As 0.116 -0.326 0.329
C -0.031 0.109 0.032
C 0.030 -0.025 0.069
C 0.013 0.007 0.005
C -0.033 -0.011 -0.018
C 0.021 0.029 -0.014
C -0.030 -0.088 0.055
C -0.061 0.132 0.018
C 0.037 0.119 0.019
C -0.009 -0.012 -0.033
C 0.005 0.012 0.018
C 0.020 0.001 -0.032
C 0.118 0.028 -0.008
H 0.020 -0.005 0.013
H 0.000 0.008 0.009
H -0.004 -0.004 -0.008
H 0.011 0.027 0.010
H -0.011 0.015 -0.018
H 0.000 0.016 0.006
H 0.007 -0.004 -0.015
H -0.008 0.002 -0.008
H -0.008 -0.037 0.017
H -0.001 -0.034 -0.005
H -0.004 0.008 0.012
H -0.006 -0.009 0.001
H 0.004 -0.006 -0.018
H -0.062 0.049 -0.009
O 0.047 -0.010 0.105
C -0.170 0.029 -0.516
N -0.036 -0.093 0.788

charge = +2
gap between HOMO and LUMO (spin up / spin down) = 7.74 / 5.93 eV
multiplicity = 5
ΔE to the lowest compared entry with this formula, charge and spin = 54.6 kJ/mol

No. 2
Formula: C35H29CoN6O2S
Source: OMol25
Level of theory: ωB97M-V/def2-TZVPD

Each line ends with the Mulliken charge.
Element x y z (Å)
Co (-0.64882, 1.21022, 0.13693)  -2.08
O (5.82823, -3.47796, -0.90819)  -0.47
C (4.50844, -3.54994, -0.69742)  0.35
O (3.92957, -4.59662, -0.71391)  -0.41
C (3.76934, -2.25956, -0.45791)  0.28
C (4.06830, -1.09381, -1.14886)  -0.95
C (3.27035, 0.03080, -0.99273)  -0.62
C (2.18514, -0.01734, -0.12630)  -0.01
C (1.90066, -1.17132, 0.59696)  -0.39
C (2.68933, -2.29188, 0.42129)  -0.84
N (1.32781, 1.13354, -0.02412)  0.67
C (1.86938, 2.28519, 0.11575)  0.05
C (0.98857, 3.44435, 0.23862)  -0.04
C (1.43481, 4.74727, 0.22720)  -0.96
C (0.49881, 5.76579, 0.38624)  -0.54
C (-0.82754, 5.42927, 0.56422)  -0.93
C (-1.20268, 4.09032, 0.53991)  -0.01
N (-0.31572, 3.11631, 0.36778)  1.11
H (6.17267, -2.58755, -0.75808)  0.35
H (4.88685, -1.06400, -1.85774)  0.47
H (3.46395, 0.91381, -1.58882)  0.59
H (1.08792, -1.18763, 1.30899)  0.46
H (2.47417, -3.20829, 0.95618)  0.58
H (2.94527, 2.40128, 0.21411)  0.81
H (2.48678, 4.96249, 0.09775)  0.57
H (0.81064, 6.80134, 0.37890)  0.49
H (-1.58273, 6.18548, 0.72428)  0.49
H (-2.23601, 3.80178, 0.64111)  0.48
C (-3.35985, 1.39358, -0.95749)  -1.01
N (-2.53909, 1.34583, 0.24961)  0.64
C (-2.98260, 1.42720, 1.46599)  -0.09
C (-1.99221, 1.29438, 2.46880)  -0.15
C (-1.90647, 1.34175, 3.85836)  -0.94
C (-0.56145, 1.13322, 4.17393)  -1.06
C (0.13693, 0.96978, 2.97697)  -0.59
N (-0.73071, 1.04087, 1.95257)  1.31
C (-2.82410, 2.48893, -1.84270)  0.47
C (-1.52310, 2.35910, -2.32554)  0.39
C (-0.93885, 3.33810, -3.11099)  -0.45
C (-1.67821, 4.46985, -3.43731)  -0.68
C (-2.97516, 4.60975, -2.96735)  -0.67
C (-3.54846, 3.62265, -2.17066)  -0.64
H (-4.40742, 1.52290, -0.68411)  0.61
H (-3.26702, 0.43737, -1.47995)  0.14
H (-4.03937, 1.56132, 1.67907)  0.59
H (-2.72193, 1.50234, 4.54481)  0.56
H (-0.12468, 1.09516, 5.15793)  0.48
H (1.18934, 0.78252, 2.82893)  0.51
H (-0.94988, 1.44857, -2.11403)  0.04
H (0.06647, 3.21442, -3.49289)  0.52
H (-1.24705, 5.23082, -4.07356)  0.46
H (-3.55020, 5.48849, -3.22698)  0.44
H (-4.56265, 3.74136, -1.80851)  0.46
S (-1.22470, -5.08282, -1.28737)  -0.12
C (-1.11520, -3.35806, -0.89207)  0.50
C (-0.60453, -2.45343, -1.81717)  -1.15
C (-0.48961, -1.12305, -1.47295)  -0.02
N (-0.85474, -0.65759, -0.26843)  1.32
C (-1.37553, -1.52145, 0.62462)  0.04
C (-1.52419, -2.85931, 0.34394)  -1.37
C (-0.18245, -5.68929, 0.03880)  0.20
C (1.18798, -5.77574, -0.13681)  -0.21
C (1.95131, -6.24927, 0.92503)  -0.61
N (1.43763, -6.62714, 2.09220)  -0.54
C (0.11617, -6.55721, 2.23188)  -0.51
C (-0.74094, -6.09780, 1.24207)  -0.03
H (-0.27438, -2.78847, -2.79058)  0.48
H (-0.04337, -0.41757, -2.16250)  0.39
H (-1.66163, -1.11517, 1.58292)  0.37
H (-1.93692, -3.51812, 1.09464)  0.43
H (1.65513, -5.48550, -1.06785)  0.51
H (3.02756, -6.31615, 0.83086)  0.53
H (-0.28243, -6.89534, 3.18172)  0.38
H (-1.81093, -6.08511, 1.39996)  0.54

Cartesian forces, eV/Å:
Co 0.145 0.161 -0.698
O -0.051 0.067 -0.014
C 0.104 0.070 0.000
O 0.069 0.010 -0.011
C -0.010 -0.031 -0.020
C 0.010 0.003 0.000
C -0.077 -0.110 -0.060
C -0.030 0.078 -0.231
C 0.126 0.051 0.135
C 0.029 0.024 0.006
N 0.162 0.079 0.489
C -0.131 0.016 0.078
C 0.046 -0.146 -0.018
C -0.021 -0.006 0.052
C 0.029 0.020 0.002
C -0.026 -0.016 0.037
C 0.098 0.019 -0.032
N -0.035 0.304 -0.113
H 0.000 -0.071 0.011
H 0.002 -0.002 0.005
H -0.016 0.006 0.000
H 0.017 -0.008 -0.030
H -0.020 0.003 -0.006
H 0.025 0.023 -0.168
H 0.003 -0.007 0.033
H -0.002 -0.001 0.015
H -0.005 0.004 -0.043
H -0.032 -0.012 0.023
C 0.049 0.047 0.111
N -0.122 0.115 0.281
C 0.142 -0.244 -0.038
C -0.065 0.020 -0.147
C 0.065 0.000 -0.020
C -0.005 0.024 0.037
C -0.081 -0.055 -0.024
N 0.028 0.014 0.393
C -0.015 -0.112 -0.160
C 0.080 0.010 0.172
C -0.024 0.082 0.005
C 0.063 -0.014 -0.030
C -0.015 -0.004 0.030
C -0.011 0.022 0.060
H -0.013 0.115 -0.066
H -0.049 -0.059 0.081
H -0.012 -0.007 -0.014
H 0.006 -0.013 0.009
H -0.017 -0.011 0.005
H -0.008 0.021 0.018
H -0.040 -0.117 -0.085
H 0.002 -0.001 0.010
H -0.001 0.009 0.011
H -0.005 -0.005 -0.007
H -0.009 -0.013 -0.029
S 0.163 0.127 -0.061
C 0.040 -0.128 0.014
C -0.066 0.071 -0.156
C 0.032 -0.117 0.122
N -0.278 -0.216 0.018
C -0.035 -0.014 -0.213
C 0.116 0.016 0.112
C -0.189 -0.069 0.180
C -0.072 0.053 -0.118
C 0.074 0.000 0.065
N -0.111 0.069 -0.089
C -0.015 -0.078 0.127
C 0.005 -0.033 -0.048
H 0.018 0.007 -0.001
H -0.005 -0.009 -0.030
H -0.037 0.005 0.020
H -0.007 0.006 0.013
H 0.032 -0.025 0.064
H -0.007 -0.022 -0.065
H -0.007 0.018 -0.002
H -0.005 -0.010 0.004

charge = +2
gap between HOMO and LUMO = 6.28 eV

No. 3
Formula: C35H29CsN6O4S4
Source: OMol25
Level of theory: ωB97M-V/def2-TZVPD

Each line ends with the Mulliken charge.
Element x y z (Å)
Cs (1.32498, 0.11872, -0.72996)  1.60
S (-1.51486, -3.89077, -2.10503)  -0.40
C (-0.56832, -5.17812, -1.42750)  -0.01
C (-0.94830, -6.53803, -1.62664)  -0.61
C (-0.26228, -7.61012, -1.09354)  -0.31
C (0.88290, -7.41620, -0.31543)  -0.71
C (1.29961, -6.11317, -0.10593)  -0.34
C (0.60301, -5.01723, -0.63143)  -0.11
S (1.27468, -3.41692, -0.28381)  -0.20
C (0.50550, -3.04965, 1.33388)  -0.58
C (-0.94688, -2.68273, 1.19454)  -0.17
C (-1.95734, -3.53343, 1.62292)  -0.48
C (-3.26945, -3.15075, 1.41106)  -0.85
C (-3.53036, -1.94241, 0.78840)  -0.37
C (-2.46172, -1.14890, 0.39459)  0.14
C (-2.64421, 0.16833, -0.32429)  -1.15
S (-1.78708, 1.56759, 0.47910)  0.47
C (-2.95563, 2.12614, 1.68374)  0.41
C (-4.14138, 1.45320, 1.96236)  -0.25
C (-5.04434, 1.94008, 2.90375)  -0.88
C (-4.73561, 3.11606, 3.57542)  -0.36
C (-3.54247, 3.77748, 3.31525)  -0.60
C (-2.59226, 3.31751, 2.37999)  -0.35
S (-1.07979, 4.13842, 2.10320)  -0.53
N (-1.19632, -1.51538, 0.60289)  0.93
H (-1.82899, -6.70572, -2.23405)  0.35
H (-0.61475, -8.61903, -1.29109)  0.32
H (1.42961, -8.25201, 0.10837)  0.33
H (2.19103, -5.91670, 0.48203)  0.39
H (1.08136, -2.21452, 1.74627)  -0.09
H (0.63679, -3.93647, 1.95102)  0.59
H (-1.70935, -4.48347, 2.07873)  0.46
H (-4.08521, -3.79667, 1.71385)  0.36
H (-4.54584, -1.62300, 0.58960)  0.48
H (-3.69108, 0.41986, -0.48708)  0.57
H (-2.15677, 0.10138, -1.29877)  0.35
H (-4.37207, 0.52539, 1.45694)  0.06
H (-5.96114, 1.39844, 3.11017)  0.35
H (-5.42776, 3.51953, 4.30954)  0.32
H (-3.29897, 4.69137, 3.84688)  0.35
O (5.03384, 0.40801, 2.37690)  -0.70
C (3.94683, 0.63876, 1.85700)  -0.31
N (3.64355, 0.70415, 0.54396)  -0.02
C (4.42235, 1.15789, -0.43802)  0.28
O (5.19545, 2.11807, -0.43091)  -0.77
C (4.21752, 0.43328, -1.77770)  0.48
C (4.61260, 1.06922, -2.95027)  -0.60
C (4.46560, 0.39992, -4.15278)  -0.39
C (3.92903, -0.88227, -4.15326)  -0.68
C (3.58465, -1.44377, -2.93423)  -0.36
N (3.72495, -0.80797, -1.76873)  -0.32
C (2.73850, 0.80935, 2.77583)  0.46
C (2.94011, 1.42795, 4.00162)  -0.73
C (1.83901, 1.66885, 4.80684)  -0.31
C (0.58674, 1.25955, 4.37942)  -0.88
C (0.48554, 0.61296, 3.15881)  -0.34
N (1.53429, 0.39836, 2.36021)  0.25
H (5.03293, 2.06290, -2.87551)  0.49
H (4.76106, 0.87295, -5.08355)  0.45
H (3.77668, -1.43624, -5.07057)  0.40
H (3.19106, -2.45361, -2.87191)  0.38
H (3.94482, 1.71434, 4.28144)  0.45
H (1.95295, 2.18884, 5.75122)  0.37
H (-0.30709, 1.46320, 4.95370)  0.40
H (-0.47528, 0.28213, 2.78097)  0.52
C (0.52045, 3.61315, -2.92522)  -0.69
C (-0.69148, 4.46521, -2.73066)  0.38
N (-1.92793, 4.04570, -2.74756)  -0.47
C (-2.69966, 5.15595, -2.47555)  -0.36
C (-1.91919, 6.25567, -2.29973)  -0.34
N (-0.62833, 5.80372, -2.47972)  -0.05
H (0.73260, 3.02836, -2.03133)  0.11
H (1.41291, 4.21479, -3.11105)  0.33
H (0.36259, 2.94974, -3.76923)  0.15
H (-3.77301, 5.08537, -2.39443)  0.38
H (-2.14586, 7.28055, -2.05679)  0.38
H (0.21252, 6.33720, -2.36234)  0.18
O (1.39313, 1.05941, -5.18288)  0.08
O (2.01467, 1.41027, -6.14391)  -0.09

Cartesian forces, eV/Å:
Cs -2.237 -0.048 0.076
S 0.231 -0.272 0.044
C 0.006 -0.135 0.104
C 0.013 0.131 -0.018
C 0.014 0.052 -0.026
C -0.080 0.080 -0.036
C -0.064 0.062 -0.029
C -0.158 -0.096 -0.082
S 0.208 0.082 0.116
C -0.044 -0.049 -0.267
C 0.168 0.130 -0.095
C -0.020 0.003 -0.004
C -0.014 -0.012 0.004
C -0.053 -0.044 -0.040
C 0.264 0.093 -0.060
C 0.194 0.073 0.325
S -0.055 0.102 -0.231
C 0.052 0.079 0.181
C 0.015 0.050 0.023
C 0.101 0.020 -0.027
C 0.071 0.051 -0.036
C 0.050 0.002 -0.001
C -0.096 -0.110 -0.036
S -0.281 -0.207 -0.012
N -0.158 0.006 0.133
H -0.020 -0.027 0.007
H -0.018 0.043 0.004
H -0.029 0.050 -0.040
H -0.040 0.026 -0.034
H -0.108 -0.067 0.000
H -0.004 0.054 0.152
H -0.008 0.013 0.001
H 0.009 0.004 -0.005
H 0.008 -0.013 0.000
H -0.008 -0.072 -0.056
H -0.060 -0.068 -0.021
H 0.007 0.041 0.021
H 0.031 0.021 -0.018
H 0.055 0.001 -0.017
H -0.021 -0.031 -0.008
O 0.089 0.160 -0.115
C -0.225 0.081 -0.047
N 0.720 -0.084 0.379
C 0.184 0.064 0.381
O 0.043 -0.135 -0.160
C 0.461 -0.039 -0.003
C 0.000 -0.059 -0.055
C -0.019 0.023 -0.056
C 0.064 0.086 0.046
C 0.175 -0.038 0.194
N 0.567 -0.066 -0.456
C 0.008 -0.072 -0.211
C -0.100 -0.034 0.066
C 0.015 0.023 0.028
C -0.018 0.015 0.031
C 0.181 -0.010 -0.153
N 0.137 0.114 0.117
H 0.004 -0.021 -0.005
H -0.035 -0.019 0.030
H 0.028 0.006 0.008
H -0.084 0.038 -0.027
H -0.034 -0.001 -0.005
H -0.005 -0.007 -0.009
H 0.018 -0.003 -0.002
H 0.006 0.000 -0.009
C 0.065 0.297 0.054
C 0.170 0.017 0.076
N -0.166 0.194 -0.093
C -0.056 -0.147 0.011
C 0.111 -0.068 -0.055
N -0.080 -0.067 0.027
H -0.155 -0.069 0.062
H -0.071 0.038 -0.084
H 0.010 -0.131 -0.001
H 0.055 0.007 -0.021
H 0.024 -0.091 0.009
H 0.031 -0.001 0.078
O 0.000 -0.009 -0.052
O -0.036 -0.007 0.027

charge = -2
gap between HOMO and LUMO (spin up / spin down) = 3.73 / 3.72 eV
ΔE to the lowest compared entry with this formula, charge and spin = 160.9 kJ/mol

no.,energy (Ha)
1,-4479.090327
2,-3610.635155
3,-3593.522723